[1]
Entry from the OMol25 dataset: a cluster of 12 separate species, C34H47Cl3N6O20 in total at a distorted geometry (ωB97M-V/def2-TZVPD).

```
110
Properties=species:S:1:pos:R:3:mulliken_charge:R:1
C -0.433 0.873 3.036 -0.3822
C 0.602 0.267 2.083 0.5466
N -0.094 -0.149 0.858 1.0854
C -0.693 0.677 -0.056 -0.6752
C -1.344 -0.109 -0.940 -0.4175
N -1.054 -1.412 -0.589 0.9225
C -0.315 -1.406 0.506 -1.2223
C -1.549 -2.625 -1.213 -0.1152
H -1.233 0.141 3.181 0.0391
H -0.887 1.813 2.720 0.4307
H 0.024 1.086 4.000 -0.3128
H 1.087 -0.612 2.496 -0.4062
H 1.309 1.041 1.784 0.0129
H -0.668 1.745 0.072 0.0867
H -1.878 0.167 -1.833 0.4671
H 0.020 -2.266 1.066 0.7692
H -1.994 -2.410 -2.176 -0.0965
H -2.294 -3.101 -0.570 -0.2278
H -0.759 -3.369 -1.309 0.3122
Cl 2.974 -3.203 2.024 1.6691
O 3.307 -1.811 1.803 -0.5741
O 1.585 -3.287 2.476 -0.6511
O 3.132 -3.959 0.819 -0.6519
O 3.838 -3.715 3.069 -0.7409
Cl 2.120 -3.648 -3.130 1.6962
O 2.795 -4.743 -2.504 -0.7013
O 3.032 -2.955 -4.010 -0.7187
O 0.978 -4.163 -3.877 -0.7348
O 1.617 -2.705 -2.152 -0.5157
Cl 0.442 4.330 1.135 1.7425
O 0.761 5.618 0.549 -0.7531
O 0.833 4.305 2.522 -0.6724
O -0.980 4.092 0.985 -0.6929
O 1.196 3.336 0.387 -0.5625
C 1.018 2.799 6.107 -0.6050
N 2.225 2.692 6.957 0.9098
O 2.315 3.414 7.932 -0.5898
O 3.005 1.816 6.659 -0.5127
H 0.415 3.671 6.321 0.3133
H 0.547 1.822 6.152 0.2140
H 1.371 2.934 5.081 0.2624
C 2.242 0.823 -2.216 -0.2015
N 1.783 0.605 -3.605 0.8997
O 2.454 1.073 -4.496 -0.6741
O 0.742 -0.005 -3.786 -0.3030
H 2.111 -0.083 -1.633 0.0289
H 1.646 1.641 -1.802 0.1945
H 3.266 1.170 -2.233 0.0359
C -0.699 -1.912 -5.796 -0.7816
N -1.442 -0.679 -5.412 0.8572
O -2.059 -0.722 -4.365 -0.2482
O -1.406 0.262 -6.170 -0.6013
H 0.129 -2.026 -5.096 0.2367
H -0.328 -1.786 -6.805 0.2954
H -1.374 -2.755 -5.695 0.2740
C 2.815 -2.516 5.795 -0.9460
N 1.582 -1.801 5.457 1.0296
O 1.702 -0.693 4.974 -0.4611
O 0.519 -2.355 5.669 -0.6159
H 2.890 -2.685 6.867 0.3144
H 3.673 -1.918 5.512 0.3234
H 2.841 -3.451 5.240 0.3497
C -2.551 -4.785 1.753 -0.4478
C -1.496 -4.156 2.405 -0.6631
C -1.738 -2.996 3.124 0.1419
C -3.010 -2.428 3.129 -0.7040
C -4.062 -3.093 2.524 -0.3501
C -3.834 -4.267 1.808 -0.4676
H -2.336 -5.668 1.162 0.3741
H -0.499 -4.580 2.396 0.5434
H -0.936 -2.416 3.567 0.3696
H -3.136 -1.517 3.701 0.4336
H -5.033 -2.614 2.598 0.4289
H -4.693 -4.785 1.399 0.3840
C 4.602 1.371 0.734 -0.2815
C 4.888 2.724 0.794 -0.4166
C 5.606 3.345 -0.220 -0.5305
C 6.078 2.575 -1.276 -0.4028
C 5.710 1.241 -1.388 -0.3550
C 4.983 0.629 -0.377 -0.5746
H 4.010 0.902 1.505 0.5383
H 4.513 3.310 1.626 0.3737
H 5.890 4.387 -0.135 0.3810
H 6.630 3.078 -2.064 0.3125
H 5.950 0.689 -2.290 0.3598
H 4.651 -0.391 -0.524 0.5989
C -1.270 4.886 -4.828 -0.2873
C -1.492 5.666 -3.701 -0.5243
C -1.616 5.054 -2.469 -0.4243
C -1.458 3.684 -2.326 -0.1826
C -1.191 2.921 -3.454 0.5730
C -1.148 3.511 -4.715 -0.7715
H -1.248 5.337 -5.815 0.3386
H -1.577 6.744 -3.737 0.3390
H -1.822 5.675 -1.604 0.3757
H -1.444 3.195 -1.363 0.1943
H -0.966 1.859 -3.440 0.0012
H -0.882 2.918 -5.578 0.3571
C -4.814 -0.312 -3.026 -0.3634
C -4.530 -1.621 -2.625 -0.3868
C -5.050 -2.053 -1.410 -0.4382
C -5.745 -1.197 -0.572 -0.1786
C -6.083 0.076 -1.018 -0.4877
C -5.648 0.486 -2.269 -0.4910
H -4.287 0.049 -3.900 0.4057
H -3.945 -2.243 -3.286 0.5543
H -4.816 -3.050 -1.047 0.3403
H -5.987 -1.503 0.438 0.2790
H -6.669 0.729 -0.385 0.4035
H -5.961 1.453 -2.645 0.3740
```

Values from the calculation:
Kohn-Sham gap   8.44 eV
Charge   -2
HOMO   -4.79 eV


[2]
Entry from the OMol25 dataset: a structure of composition C37H26CoN9Se3 (ωB97M-V/def2-TZVPD).

```
76
Properties=species:S:1:pos:R:3:mulliken_spin:R:1
Co -0.154 -0.625 0.945 1.0509
C -1.257 -6.839 -0.740 0.0024
C 0.005 -7.064 -0.169 -0.0022
C 0.736 -6.032 0.391 0.0013
C 0.173 -4.761 0.366 -0.0056
C 0.638 -3.471 0.843 -0.0045
N -0.310 -2.513 0.563 -0.0049
C -1.344 -3.117 -0.060 -0.0107
N -2.452 -2.561 -0.539 0.0106
C -2.674 -1.276 -0.448 -0.0152
C -3.861 -0.644 -1.021 0.0011
C -4.926 -1.151 -1.745 -0.0037
C -5.880 -0.247 -2.179 0.0007
C -5.766 1.118 -1.903 0.0007
C -4.697 1.621 -1.180 -0.0025
C -3.752 0.710 -0.741 0.0008
C -2.515 0.872 0.020 -0.0219
N -2.135 2.027 0.509 0.0110
C -1.018 2.156 1.205 -0.0180
N -0.108 1.212 1.519 -0.0019
C 0.878 1.802 2.274 -0.0001
N 1.944 1.249 2.773 0.0049
C 2.240 -0.029 2.564 -0.0019
N 1.506 -0.950 1.889 -0.0094
C 2.176 -2.141 1.938 0.0051
N 1.783 -3.307 1.454 0.0022
C 3.416 -1.972 2.661 -0.0056
C 4.451 -2.849 2.981 0.0014
C 5.514 -2.347 3.703 -0.0008
C 5.554 -1.000 4.104 0.0004
C 4.529 -0.131 3.789 0.0007
C 3.454 -0.635 3.060 -0.0038
C 0.579 3.221 2.434 -0.0042
C 1.266 4.262 3.043 -0.0005
C 0.712 5.528 2.950 -0.0012
C -0.493 5.750 2.269 0.0011
C -1.175 4.709 1.661 -0.0023
C -0.615 3.444 1.758 -0.0027
N -1.891 -0.333 0.158 -0.0122
C -1.081 -4.539 -0.199 -0.0018
C -1.816 -5.575 -0.763 -0.0032
H -1.796 -7.673 -1.171 0.0002
H 0.412 -8.068 -0.171 -0.0001
H 1.711 -6.196 0.831 0.0002
H -4.987 -2.204 -1.981 -0.0003
H -6.715 -0.594 -2.775 0.0000
H -6.516 1.797 -2.290 0.0002
H -4.571 2.678 -0.997 -0.0003
H 4.413 -3.884 2.668 0.0003
H 6.338 -2.999 3.967 -0.0001
H 6.407 -0.644 4.668 0.0001
H 4.550 0.908 4.091 0.0002
H 2.202 4.082 3.554 0.0001
H 1.221 6.369 3.405 -0.0001
H -0.888 6.757 2.213 0.0001
H -2.094 4.865 1.114 -0.0005
H -2.786 -5.386 -1.205 -0.0003
C -0.214 -1.065 -2.741 -0.0032
Se 1.182 -0.488 -1.518 0.0333
C 1.672 1.064 -2.596 0.0110
C 2.930 1.761 -2.124 0.0013
Se 2.734 2.714 -0.439 0.0000
C 1.312 3.910 -1.009 0.0000
H -0.995 -0.308 -2.795 0.0023
H -0.619 -2.004 -2.371 -0.0005
H 0.224 -1.220 -3.724 0.0015
H 0.818 1.742 -2.645 -0.0023
H 1.832 0.672 -3.602 0.0032
H 3.245 2.486 -2.877 0.0002
H 3.753 1.063 -1.965 -0.0009
H 1.612 4.441 -1.911 0.0001
H 1.168 4.621 -0.197 -0.0001
H 0.386 3.366 -1.185 -0.0002
Se -1.770 2.630 -3.268 -0.0001
C -2.712 1.233 -3.973 0.0001
N -3.298 0.324 -4.395 -0.0001
```

Values from the calculation:
Multiplicity   2
Kohn-Sham gap (spin up / spin down)   4.96 / 4.97 eV
Charge   -1
Relative energy (zero: lowest compared OMol25 entry of this formula, charge and spin)   8.40 kJ/mol
HOMO (spin up / spin down)   -4.14 / -4.14 eV


[3]
Entry from the OMol25 dataset: the molecule CH3NO3 at a distorted geometry (ωB97M-V/def2-TZVPD).

```
8
Properties=species:S:1:pos:R:3:mulliken_charge:R:1
C -0.662 -0.002 0.006 0.5943
N -1.624 0.787 0.091 -0.6006
O 1.752 -0.258 0.237 -0.3298
O -0.961 -1.279 0.010 -0.3976
O 0.593 0.567 0.027 -0.1764
H -0.342 -1.704 -0.580 0.3225
H -1.290 1.744 0.291 0.2676
H 2.534 0.145 -0.083 0.3200
```

Values from the calculation:
Kohn-Sham gap   10.38 eV
SMILES string   [H]/N=C(/O)OO
Relative energy (zero: lowest compared OMol25 entry of this formula, charge and spin)   239.41 kJ/mol
HOMO   -10.03 eV


[4]
Entry from the OMol25 dataset: a structure of composition C33H91B3InN3O21 at a distorted geometry (ωB97M-V/def2-TZVPD).

```
152
Properties=species:S:1:pos:R:3:mulliken_charge:R:1
In -22.937 6.176 12.798 0.5861
B -17.584 -0.925 17.926 -0.2244
H -15.571 -1.482 3.218 -0.0745
H -13.995 3.298 15.947 -0.0872
H -14.426 -1.930 12.743 -0.0593
H -26.302 -1.900 12.979 -0.0012
B -18.328 0.419 16.688 0.2977
H -26.023 8.483 8.686 -0.0650
H -30.668 -2.677 18.711 0.0029
H -31.674 -0.687 19.419 -0.0029
H -30.718 3.751 10.359 -0.1616
B -24.731 6.022 11.125 0.0410
H -18.112 -7.538 5.430 0.0757
H -21.633 -5.624 21.838 0.0168
H -22.588 -4.523 24.684 0.0128
H -26.363 -8.860 6.951 0.0941
C -27.065 -6.077 6.388 -0.9803
O -25.840 -6.261 7.201 -0.2366
C -24.711 -6.629 6.385 -1.0034
C -23.958 -5.468 5.623 1.7256
O -24.086 -5.677 4.264 -0.4719
C -23.635 -4.637 3.447 -0.6946
C -22.460 -3.756 3.933 -0.0259
O -21.270 -4.456 4.099 -0.2890
C -20.108 -3.679 4.208 -0.9120
H -27.824 -6.852 6.627 0.3221
H -26.825 -6.116 5.352 0.4063
H -27.519 -5.122 6.653 0.2357
H -24.954 -7.409 5.655 0.5361
H -24.047 -7.091 7.144 0.0878
H -22.932 -5.325 5.966 -0.6675
H -24.534 -4.601 5.987 -0.3341
H -24.465 -3.905 3.171 0.2370
H -23.396 -5.008 2.465 0.4186
H -22.662 -3.178 4.867 -0.0885
H -22.412 -2.897 3.254 0.5352
H -20.120 -2.741 4.813 0.2549
H -19.729 -3.399 3.205 0.3662
H -19.315 -4.297 4.596 0.2969
C -18.466 -6.748 9.512 -0.1250
O -18.924 -6.751 8.182 -0.4500
C -20.283 -6.225 8.087 -0.7110
C -20.375 -4.691 7.844 0.5685
O -20.307 -4.005 9.013 -0.2127
C -20.774 -2.690 9.023 0.9483
C -20.724 -2.013 10.395 -0.1539
O -19.919 -0.900 10.336 -0.1282
C -18.590 -1.144 10.780 -0.8285
H -17.413 -6.932 9.515 0.3301
H -18.968 -7.502 10.157 -0.1606
H -18.646 -5.748 9.924 0.0785
H -20.868 -6.421 8.973 0.1753
H -20.656 -6.705 7.177 0.3764
H -21.328 -4.498 7.290 -0.4495
H -19.586 -4.385 7.133 0.2861
H -21.796 -2.815 8.608 -1.0396
H -20.292 -2.097 8.264 0.5422
H -20.411 -2.725 11.198 0.4085
H -21.806 -1.774 10.629 -0.2457
H -18.050 -0.186 10.550 0.2166
H -18.080 -1.875 10.057 0.2181
H -18.535 -1.357 11.852 0.3388
C -14.573 -1.725 18.654 -0.7407
O -15.609 -1.410 19.539 -0.1720
C -15.582 -2.134 20.741 -0.6139
C -16.899 -1.792 21.644 -0.5741
O -18.121 -2.224 20.954 -0.3248
C -19.006 -1.135 20.773 -0.3412
C -20.075 -1.338 21.781 -0.5841
O -21.064 -0.346 22.009 -0.3763
C -20.575 0.694 22.695 -0.7023
H -14.205 -2.751 18.707 0.3403
H -13.782 -0.977 18.659 0.3028
H -14.953 -1.545 17.623 0.2110
H -14.792 -1.744 21.329 0.3644
H -15.659 -3.193 20.617 0.4361
H -16.976 -0.733 21.997 0.4197
H -16.858 -2.457 22.530 0.3149
H -19.265 -0.969 19.698 0.1478
H -18.478 -0.218 20.949 0.4156
H -19.543 -1.498 22.704 0.3820
H -20.631 -2.262 21.726 0.3253
H -20.093 0.366 23.631 0.2979
H -21.289 1.530 22.812 0.2926
H -19.738 1.271 22.230 0.2471
C -21.812 3.836 9.753 -0.8790
O -21.487 2.429 9.462 -0.2280
C -22.524 2.005 8.594 -0.4884
C -22.304 0.647 7.878 -0.0115
O -23.634 0.128 7.765 -0.3861
C -23.675 -1.014 6.992 0.4131
C -25.157 -1.291 6.656 -0.5373
O -25.556 -2.146 5.551 -0.3264
C -26.760 -2.873 5.854 -0.3021
H -21.061 4.070 10.454 0.3154
H -22.786 3.904 10.200 0.2448
H -21.771 4.566 8.946 0.4392
H -22.724 2.721 7.756 0.2423
H -23.489 1.995 9.086 0.3264
H -21.692 -0.043 8.492 -0.3761
H -21.773 0.731 6.940 0.5743
H -23.393 -2.001 7.546 -0.5833
H -23.117 -0.912 6.056 0.4070
H -25.672 -0.323 6.483 0.2370
H -25.527 -1.864 7.489 0.3924
H -26.959 -3.704 5.179 0.2702
H -27.624 -2.173 5.772 0.2946
H -26.584 -3.294 6.847 -0.0786
C -24.167 -0.038 11.741 -0.4825
O -23.873 1.233 12.344 -0.1859
C -23.453 1.076 13.662 -0.5682
C -23.210 2.466 14.352 -0.6516
O -22.117 3.269 13.815 -0.4659
C -21.120 2.539 13.091 0.5256
C -20.178 1.762 14.055 -0.4976
O -19.174 2.584 14.835 -0.3411
C -18.065 3.237 14.204 -0.8136
H -23.416 -0.769 12.111 0.3151
H -24.095 -0.006 10.676 -0.1252
H -25.167 -0.346 12.110 0.2106
H -22.602 0.454 13.795 0.3631
H -24.299 0.672 14.241 0.4530
H -23.013 2.244 15.439 0.2892
H -24.132 3.122 14.311 0.3788
H -20.555 3.248 12.469 0.1514
H -21.537 1.833 12.355 0.0849
H -19.657 0.891 13.543 0.2354
H -20.763 1.358 14.908 0.1736
H -18.029 3.189 13.131 0.3033
H -17.084 2.946 14.562 0.2832
H -18.175 4.297 14.508 0.2512
C -21.225 -7.741 12.799 -0.8130
N -21.539 -6.450 12.312 0.7535
O -20.912 -5.525 12.847 -0.5300
O -22.303 -6.254 11.357 -0.3089
H -21.915 -8.467 12.366 0.2771
H -21.327 -7.868 13.871 0.3092
H -20.252 -8.000 12.505 0.2878
C -19.309 -10.543 8.716 -0.8076
N -19.842 -9.978 9.963 0.9052
O -20.969 -9.495 10.060 -0.5027
O -19.093 -10.008 10.933 -0.5233
H -20.029 -11.323 8.483 0.3411
H -18.330 -10.838 8.848 0.3182
H -19.485 -9.820 7.921 0.2765
C -25.336 -5.607 10.426 -0.8096
N -25.668 -4.458 9.558 0.8909
O -26.780 -3.924 9.558 -0.5851
O -24.761 -4.094 8.822 -0.4126
H -26.112 -5.570 11.197 0.3430
H -24.354 -5.407 10.800 0.2716
H -25.246 -6.496 9.858 0.2510
```

Values from the calculation:
Kohn-Sham gap   1.14 eV
HOMO   -6.08 eV


[5]
Entry from the OMol25 dataset: a structure of composition C4H5NO (ωB97M-V/def2-TZVPD).

```
11
Properties=species:S:1:pos:R:3:mulliken_charge:R:1
C 0.643 1.176 0.937 -0.9279
C -0.034 -0.098 0.045 0.7345
C 0.118 -0.689 1.201 -0.3015
O -0.952 -2.143 -1.340 -0.5033
C -0.646 -1.094 -1.866 0.0464
N -0.170 0.057 -1.220 -0.6055
H -0.062 1.972 0.674 0.3213
H 1.620 1.307 0.469 0.2740
H 0.776 1.170 2.024 0.3093
H -0.575 -0.719 2.035 0.2697
H -0.718 -0.939 -2.958 0.3830
```

Values from the calculation:
Kohn-Sham gap   9.83 eV
Relative energy (zero: lowest compared OMol25 entry of this formula, charge and spin)   396.23 kJ/mol
HOMO   -9.36 eV


[6]
Entry from the OMol25 dataset: the molecule C5H6N2O at a distorted geometry (ωB97M-V/def2-TZVPD).

```
14
Properties=species:S:1:pos:R:3:mulliken_charge:R:1
C -0.163 0.695 0.280 0.3436
C 1.310 0.582 0.151 -0.4752
C 0.244 -1.435 -0.241 -0.3543
C -0.794 -0.560 -0.148 0.4361
C -2.023 -0.825 0.004 0.0301
H -1.731 1.731 -0.384 0.3649
H -0.145 1.125 1.361 0.0115
H 1.760 1.050 0.964 0.3300
H 1.758 0.819 -0.947 0.2444
H 2.190 -1.253 -0.436 0.2729
H -0.049 -2.489 -0.629 0.3043
N 1.531 -0.967 0.186 -0.3918
N -3.253 -0.397 0.204 -0.5778
O -0.633 1.923 -0.366 -0.5388
```

Values from the calculation:
Kohn-Sham gap   8.94 eV
SMILES string   N#CC1=CNC[C@H]1O
Relative energy (zero: lowest compared OMol25 entry of this formula, charge and spin)   447.82 kJ/mol
HOMO   -8.98 eV